{"formula": "C15H21F7NO2", "method": "wB97M-V/def2-TZVPD", "species": ["O", "O", "C", "N", "C", "C", "C", "F", "C", "C", "C", "C", "F", "F", "C", "F", "F", "F", "H", "H", "H", "H", "H", "H", "H", "H", "H", "H", "H", "H", "H", "H", "H", "H", "F", "C", "C", "C", "C", "C", "C", "H", "H", "H", "H", "H"], "xyz": [[-0.980, 0.076, 2.433], [0.396, 0.317, 2.157], [0.446, 0.656, 0.783], [1.743, 0.143, 0.289], [2.910, 0.888, 0.927], [3.432, 0.199, 2.183], [4.759, 0.843, 2.600], [4.666, 2.229, 2.404], [1.856, 0.203, -1.220], [0.641, -0.335, -1.987], [-0.442, 0.664, -2.454], [0.073, 1.874, -3.239], [1.279, 1.580, -3.816], [-0.798, 2.159, -4.238], [0.271, 3.212, -2.427], [-0.394, 3.160, -1.251], [1.569, 3.385, -2.117], [-0.151, 4.260, -3.089], [-1.318, 0.925, 2.767], [-0.383, 0.160, 0.281], [0.414, 1.736, 0.621], [1.838, -0.832, 0.580], [3.701, 0.941, 0.172], [2.586, 1.910, 1.125], [3.587, -0.872, 2.016], [2.711, 0.314, 2.998], [4.960, 0.669, 3.658], [5.595, 0.478, 1.994], [2.721, -0.423, -1.455], [2.127, 1.221, -1.486], [1.008, -0.873, -2.862], [0.132, -1.082, -1.364], [-1.088, 0.128, -3.157], [-1.089, 0.972, -1.635], [-2.257, -0.904, -0.463], [-3.180, -1.748, 0.098], [-2.916, -2.264, 1.349], [-3.841, -3.123, 1.922], [-5.004, -3.448, 1.236], [-5.242, -2.911, -0.022], [-4.325, -2.047, -0.606], [-1.996, -1.996, 1.847], [-3.654, -3.535, 2.904], [-5.725, -4.119, 1.683], [-6.147, -3.166, -0.557], [-4.492, -1.617, -1.584]], "total_charge": 1, "fmax_ha_per_bohr": 0.01230, "energy_ha": -1488.1351, "homo_lumo_gap_ha": 0.336, "e_homo_ev": -11.8}


{"formula": "C15H21N3O2", "method": "wB97M-V/def2-TZVPD", "species": ["O", "C", "N", "H", "C", "H", "H", "C", "N", "C", "C", "C", "C", "C", "H", "H", "H", "H", "H", "H", "H", "H", "H", "H", "H", "H", "C", "N", "O", "H", "C", "C", "C", "C", "C", "C", "H", "H", "H", "H", "H"], "xyz": [[-1.417, 2.114, -1.075], [-0.874, 1.052, -0.834], [0.439, 0.923, -0.580], [0.867, 0.021, -0.435], [1.358, 2.033, -0.577], [1.870, 2.099, -1.544], [0.782, 2.950, -0.434], [2.366, 1.837, 0.559], [2.947, 0.506, 0.497], [3.980, 0.389, -0.518], [4.374, -1.073, -0.699], [4.884, -1.642, 0.620], [3.820, -1.433, 1.692], [3.447, 0.044, 1.779], [2.661, 0.179, 2.526], [4.330, 0.627, 2.103], [2.928, -2.007, 1.434], [4.180, -1.775, 2.664], [5.114, -2.704, 0.514], [5.802, -1.126, 0.911], [3.497, -1.636, -1.023], [5.139, -1.151, -1.473], [3.592, 0.779, -1.461], [4.873, 0.982, -0.245], [3.129, 2.632, 0.517], [1.836, 1.927, 1.510], [-1.639, -0.250, -0.795], [-1.299, -1.305, -1.425], [-0.113, -1.267, -2.156], [-0.099, -2.118, -2.617], [-2.888, -0.293, -0.032], [-3.166, 0.677, 0.930], [-4.346, 0.626, 1.649], [-5.260, -0.389, 1.422], [-4.989, -1.360, 0.470], [-3.813, -1.315, -0.251], [-3.594, -2.061, -0.999], [-5.702, -2.152, 0.289], [-6.182, -0.423, 1.983], [-4.554, 1.384, 2.389], [-2.463, 1.475, 1.110]], "fmax_ha_per_bohr": 0.01726, "energy_ha": -898.8947, "homo_lumo_gap_ha": 0.346, "e_homo_ev": -8.8, "smiles": "O=C(NCCN1CCCCC1)/C(=N\\O)c1ccccc1"}


{"formula": "C15H21NOS", "method": "wB97M-V/def2-TZVPD", "species": ["C", "C", "O", "C", "C", "C", "C", "C", "C", "C", "N", "H", "C", "C", "C", "C", "C", "C", "H", "H", "H", "H", "H", "H", "H", "H", "H", "H", "H", "S", "H", "H", "H", "H", "H", "H", "H", "H", "H"], "xyz": [[3.478, 0.398, 2.319], [2.509, 0.952, 1.282], [2.307, 0.055, 0.199], [1.739, -1.164, 0.492], [2.459, -2.301, 0.142], [1.945, -3.564, 0.367], [0.707, -3.707, 0.970], [-0.019, -2.584, 1.316], [0.467, -1.305, 1.061], [-0.379, -0.158, 1.441], [-0.785, 0.708, 0.508], [-1.399, 1.438, 0.843], [-0.666, 0.577, -0.929], [-0.620, 1.966, -1.569], [-1.958, 2.695, -1.472], [-3.078, 1.850, -2.071], [-3.157, 0.495, -1.374], [-1.829, -0.247, -1.501], [-1.623, -0.447, -2.555], [-1.879, -1.206, -0.981], [-3.952, -0.106, -1.819], [-3.402, 0.636, -0.319], [-4.031, 2.374, -1.976], [-2.885, 1.696, -3.136], [-1.887, 3.647, -2.002], [-2.194, 2.924, -0.430], [0.167, 2.554, -1.092], [-0.354, 1.845, -2.621], [0.272, 0.057, -1.141], [-0.834, 0.046, 3.016], [-0.987, -2.681, 1.786], [0.307, -4.689, 1.170], [2.519, -4.434, 0.087], [3.430, -2.167, -0.309], [2.916, 1.850, 0.812], [1.559, 1.206, 1.765], [3.665, 1.150, 3.080], [4.419, 0.124, 1.848], [3.053, -0.484, 2.795]], "fmax_ha_per_bohr": 0.01590, "energy_ha": -1112.3681, "homo_lumo_gap_ha": 0.317, "e_homo_ev": -8.1, "smiles": "CCOc1ccccc1C(=S)NC1CCCCC1"}


{"formula": "C15H22Ca2ClO16", "method": "wB97M-V/def2-TZVPD", "species": ["Ca", "Ca", "Cl", "O", "O", "O", "O", "C", "C", "O", "C", "O", "O", "H", "H", "H", "H", "C", "C", "C", "O", "C", "O", "O", "H", "H", "H", "H", "H", "H", "C", "C", "C", "O", "C", "O", "O", "H", "H", "H", "H", "H", "H", "C", "C", "C", "O", "C", "O", "O", "H", "H", "H", "H", "H", "H"], "xyz": [[-1.207, 3.398, -0.020], [-3.137, -0.250, 4.238], [-1.299, 0.274, 0.815], [-0.700, -0.783, 0.206], [-0.477, 1.341, 1.292], [-2.258, 0.974, -0.053], [-2.112, -0.142, 1.916], [3.101, -0.433, 1.421], [3.161, 0.510, 0.297], [4.220, 1.332, 0.821], [4.433, 1.257, 2.091], [5.288, 1.906, 2.732], [3.608, 0.208, 2.548], [3.758, -1.280, 1.223], [2.109, -0.868, 1.542], [2.237, 1.072, 0.165], [3.550, 0.200, -0.673], [1.139, -4.963, -1.862], [0.335, -3.683, -2.286], [1.069, -2.342, -2.291], [0.765, -1.763, -3.610], [0.233, -2.720, -4.365], [-0.107, -2.542, -5.544], [-0.050, -3.705, -3.650], [1.890, -5.218, -2.610], [0.612, -5.916, -1.892], [1.603, -5.003, -0.877], [-0.541, -3.424, -1.691], [2.138, -2.355, -2.077], [0.675, -1.670, -1.529], [-2.755, -1.153, -2.734], [-3.524, -0.517, -3.859], [-4.685, -1.036, -4.491], [-5.635, 0.073, -4.494], [-5.094, 1.138, -4.000], [-5.665, 2.150, -3.649], [-3.916, 0.770, -3.518], [-1.692, -0.963, -2.584], [-2.775, -2.236, -2.854], [-3.089, -0.965, -1.714], [-2.785, -0.368, -4.647], [-5.055, -1.984, -4.101], [-4.469, -1.161, -5.552], [2.429, 3.942, 5.774], [1.708, 3.695, 4.383], [1.342, 2.274, 3.770], [-0.018, 2.115, 4.326], [-0.456, 3.241, 4.825], [-1.522, 3.420, 5.412], [0.469, 4.289, 4.666], [2.042, 3.151, 6.416], [2.394, 4.936, 6.220], [3.507, 3.783, 5.784], [2.047, 4.262, 3.516], [1.899, 1.415, 4.144], [1.263, 2.317, 2.684]], "total_charge": 2, "s_squared": 0.7503, "fmax_ha_per_bohr": 0.12408, "energy_ha": -3603.0803, "homo_lumo_gap_ha": [0.095, 0.185], "spin_multiplicity": 2, "e_homo_ev": [-11.9, -14.5]}


{"formula": "C15H22FNO3", "method": "wB97M-V/def2-TZVPD", "species": ["F", "C", "C", "C", "C", "C", "C", "H", "H", "O", "C", "C", "O", "C", "C", "N", "H", "C", "H", "C", "C", "H", "C", "H", "C", "H", "O", "H", "H", "H", "H", "H", "H", "H", "H", "H", "H", "H", "H", "H", "H", "H"], "xyz": [[2.056, 0.574, -3.682], [0.899, 0.591, -2.791], [-0.023, -0.435, -2.743], [-1.089, -0.322, -2.028], [-1.267, 0.656, -1.281], [-0.116, 1.808, -1.236], [0.978, 1.847, -2.136], [1.729, 2.284, -2.039], [-0.169, 2.459, -0.484], [-2.164, 0.936, -0.244], [-2.916, -0.113, 0.035], [-3.785, 0.121, 1.168], [-3.502, -0.277, 2.241], [-2.109, 0.422, 2.895], [-0.931, -0.515, 2.414], [0.342, 0.396, 2.934], [0.166, 1.334, 2.579], [1.537, -0.264, 2.534], [2.300, 0.047, 3.279], [1.940, -0.167, 1.117], [3.354, -0.667, 0.742], [3.917, -1.118, 1.590], [3.362, -1.297, -0.450], [3.334, -0.463, -1.342], [2.006, -2.342, -0.312], [2.039, -3.002, 0.250], [0.972, -1.138, 0.177], [1.539, -2.376, -1.208], [4.178, -1.878, -0.759], [3.912, 0.403, 0.757], [1.655, 0.665, 0.804], [1.462, -1.523, 2.814], [-0.962, -1.371, 2.979], [-0.902, -0.529, 1.258], [-2.098, 1.437, 2.314], [-2.122, 0.476, 4.084], [-4.101, 1.174, 1.211], [-4.806, 0.010, 1.172], [-3.708, -0.079, -0.928], [-2.439, -1.011, 0.073], [-1.852, -0.896, -2.038], [0.328, -1.008, -3.600]], "fmax_ha_per_bohr": 0.37587, "energy_ha": -964.5041, "homo_lumo_gap_ha": 0.335, "e_homo_ev": -8.3, "smiles": "Fc1ccc(OCCOCCNC[C@H]2CCCO2)cc1"}